1.
A 2-piece molecular cluster, C5H12P2S overall in a non-equilibrium geometry, computed with wB97M-V/def2-TZVPD.

Calculated values
- 2S+1: 3
- Expectation value of S²: 2.01
- Charge: 0
- LUMO level (alpha / beta): -1.306 / -2.119 eV
- Calculated total energy: -34786.1880 eV

Each atom is followed by the atoms it is bonded to, with distances in Å.
CARTESIAN COORDINATES (ANGSTROEM)
1 C 0.0124 0.0246 0.4048  P6 1.753, P7 1.767
2 C 1.0780 -1.9476 -1.3397  P6 1.821, H9 1.186, H10 1.063, H11 1.168
3 C 1.4833 -2.2500 1.3929  P6 1.826, H12 1.077, H13 1.228, H14 1.020
4 C -1.7510 2.1528 0.8962  P7 1.811, H15 1.147, H16 1.070, H17 1.138
5 C -0.7419 2.0379 -1.6226  P7 1.935, H18 1.144, H19 1.099, H20 1.100
6 P 1.4531 -0.9349 0.1267  C1 1.753, C2 1.821, C3 1.826
7 P -0.1256 1.7731 0.1923  C1 1.767, C4 1.811, C5 1.935
8 S -0.3911 -0.2938 2.8827  no bonds
9 H 1.0733 -1.2080 -2.2666  C2 1.186
10 H 0.1675 -2.4702 -1.1699  C2 1.063
11 H 2.0207 -2.6124 -1.5201  C2 1.168
12 H 2.1271 -1.7700 2.1108  C3 1.077
13 H 2.0604 -3.2199 0.9085  C3 1.228
14 H 0.5697 -2.4168 1.8141  C3 1.020
15 H -1.8928 3.2678 1.1222  C4 1.147
16 H -1.6831 1.7146 1.8697  C4 1.070
17 H -2.5659 1.8666 0.1546  C4 1.138
18 H -1.4039 2.9706 -1.6308  C5 1.144
19 H -1.5277 1.3336 -1.9288  C5 1.099
20 H 0.0376 1.9820 -2.3971  C5 1.100

---

2.
A 2-piece molecular cluster, C5H12PS overall in a non-equilibrium geometry, computed with wB97M-V/def2-TZVPD.

Calculated values
- 2S+1: 3
- Expectation value of S²: 2.02
- Charge: +1
- LUMO level (alpha / beta): -2.703 / -5.566 eV
- Calculated total energy: -25492.6515 eV

Each atom is followed by the atoms it is bonded to, with distances in Å.
CARTESIAN COORDINATES (ANGSTROEM)
1 C -1.3161 -0.1916 3.7558  C2 1.296, S7 1.534
2 C -1.2380 -0.1172 5.0477  C1 1.296, H8 1.095, H10 1.127
3 C 2.4688 0.1616 -1.2866  P6 1.854, H11 1.093, H12 1.153, H13 1.027
4 C -0.3713 0.9275 -1.2942  P6 1.744, H14 1.094, H15 1.040, H16 1.098
5 C 0.1806 -1.8496 -0.7700  P6 1.864, H17 1.085, H18 1.130, H19 1.081
6 P 0.8011 -0.1096 -0.5243  C3 1.854, C4 1.744, C5 1.864, H9 1.358
7 S -1.4405 -0.3446 2.2345  C1 1.534
8 H -2.0922 -0.2486 5.7194  C2 1.095
9 H 0.6085 0.3771 0.7286  P6 1.358
10 H -0.3275 -0.1707 5.7099  C2 1.127
11 H 2.8206 1.0780 -0.8068  C3 1.093
12 H 2.5033 0.1659 -2.4386  C3 1.153
13 H 3.2144 -0.3954 -0.8525  C3 1.027
14 H -0.0513 1.9233 -0.9737  C4 1.094
15 H -1.3393 0.7245 -0.9735  C4 1.040
16 H -0.3661 0.8625 -2.3901  C4 1.098
17 H 0.9428 -2.6038 -0.6025  C5 1.085
18 H -0.1951 -1.7316 -1.8289  C5 1.130
19 H -0.5186 -1.9883 0.0422  C5 1.081

---

3.
A 2-piece molecular cluster, C5H12S overall in a non-equilibrium geometry, computed with wB97M-V/def2-TZVPD.

Calculated values
- Relative energy (zero: lowest compared OMol25 entry of this formula, charge and spin): 120.0 kJ/mol
- SMILES: C=CC.CSC
- Charge: 0
- LUMO level: 1.011 eV
- Calculated total energy: -16213.5325 eV

Each atom is followed by the atoms it is bonded to, with distances in Å.
CARTESIAN COORDINATES (ANGSTROEM)
1 C 2.6656 0.0417 0.8604  C2 1.334, H4 1.083, H5 1.084
2 C 2.0955 0.2395 2.0499  C1 1.334, C3 1.505, H6 1.089
3 C 0.8464 0.9348 2.5204  C2 1.505, H7 1.099, H8 1.093, H9 1.082
4 H 3.6052 -0.4964 0.8664  C1 1.083
5 H 2.1906 0.3612 -0.0600  C1 1.084
6 H 2.7744 0.1317 2.8948  C2 1.089
7 H -0.0906 0.6947 1.9982  C3 1.099
8 H 0.9826 2.0142 2.4123  C3 1.093
9 H 0.7022 0.6996 3.5662  C3 1.082
10 C -1.3505 1.0407 -0.6591  S11 1.825, H13 1.082, H14 1.081, H15 1.081
11 S -1.0578 -0.7490 -0.8638  C10 1.825, C12 1.817
12 C -1.5791 -0.9106 -2.5967  S11 1.817, H16 1.085, H17 1.082, H18 1.091
13 H -0.4264 1.5257 -0.3733  C10 1.082
14 H -1.7202 1.4482 -1.5892  C10 1.081
15 H -2.0822 1.1615 0.1273  C10 1.081
16 H -1.4266 -1.9495 -2.8692  C12 1.085
17 H -1.0165 -0.1912 -3.1764  C12 1.082
18 H -2.6504 -0.7253 -2.6885  C12 1.091

---

4.
A 2-piece molecular cluster, C5H12Si overall in a non-equilibrium geometry, computed with wB97M-V/def2-TZVPD.

Calculated values
- Relative energy (zero: lowest compared OMol25 entry of this formula, charge and spin): 289.0 kJ/mol
- SMILES: CC[SiH2]C.C#C
- Charge: 0
- LUMO level: 1.082 eV
- Calculated total energy: -13253.7348 eV

Each atom is followed by the atoms it is bonded to, with distances in Å.
CARTESIAN COORDINATES (ANGSTROEM)
1 C -0.0076 1.2420 0.4579  C2 1.585, H5 1.145, H6 1.052, H7 1.082
2 C 1.0462 0.4129 -0.3868  C1 1.585, Si3 1.950, H8 1.024, H9 1.142
3 Si 1.0780 -1.5245 -0.1651  C2 1.950, C4 1.927, H10 1.479, H11 1.476
4 C 1.3408 -1.8507 1.7160  Si3 1.927, H12 1.069, H13 1.141, H14 1.005
5 H -0.1049 2.3579 0.2226  C1 1.145
6 H -0.9489 0.7893 0.3334  C1 1.052
7 H 0.2871 1.2124 1.4985  C1 1.082
8 H 1.9055 0.8207 -0.0070  C2 1.024
9 H 0.8704 0.9538 -1.3772  C2 1.142
10 H 2.1663 -2.1090 -0.9791  Si3 1.479
11 H -0.3283 -1.8332 -0.4907  Si3 1.476
12 H 2.3983 -1.8892 1.8652  C4 1.069
13 H 0.7032 -1.2207 2.4225  C4 1.141
14 H 1.0710 -2.8059 1.8726  C4 1.005
15 C -2.9935 0.9296 -2.1344  C16 1.192, H17 1.084
16 C -2.9364 1.8097 -1.3323  C15 1.192, H18 1.056
17 H -2.8835 0.1250 -2.8529  C15 1.084
18 H -2.6637 2.5800 -0.6633  C16 1.056

---

5.
One molecule with the formula C5H13BO2S in a non-equilibrium geometry, computed with wB97M-V/def2-TZVPD.

Calculated values
- Relative energy (zero: lowest compared OMol25 entry of this formula, charge and spin): 353.5 kJ/mol
- Charge: 0
- LUMO level: -0.091 eV
- Calculated total energy: -20998.9946 eV

Each atom is followed by the atoms it is bonded to, with distances in Å.
CARTESIAN COORDINATES (ANGSTROEM)
1 B 3.5735 0.6548 0.1207  C2 1.613, H10 1.148, H11 1.248
2 C 2.7907 -0.7350 0.3581  B1 1.613, S9 1.853, H12 1.109, H13 1.158
3 C -1.8505 -0.3000 -0.8746  C4 1.521, C5 1.468, H14 1.094, H15 1.205
4 C -0.9998 0.9001 -0.4897  C3 1.521, C6 1.504, H16 1.102, H17 1.133
5 C -3.0989 -0.4382 -0.1144  C3 1.468, O8 1.379, H18 1.103, H19 1.073
6 C 0.4282 0.4856 -0.2641  C4 1.504, S9 1.870, H20 1.119, H21 1.103
7 O 1.0065 0.0907 2.2280  S9 1.488
8 O -3.0699 -0.9324 1.1729  C5 1.379, H22 0.960
9 S 1.0515 -0.7454 0.9981  C2 1.853, C6 1.870, O7 1.488
10 H 4.7046 0.8232 0.0196  B1 1.148
11 H 2.7502 1.5912 0.1675  B1 1.248
12 H 3.2290 -1.4590 1.0752  C2 1.109
13 H 3.0171 -1.2813 -0.6380  C2 1.158
14 H -2.0841 -0.3952 -1.9393  C3 1.094
15 H -1.2605 -1.3312 -0.6745  C3 1.205
16 H -1.3520 1.3039 0.4729  C4 1.102
17 H -1.0231 1.7731 -1.2121  C4 1.133
18 H -3.6971 -1.2421 -0.5761  C5 1.103
19 H -3.7793 0.3901 -0.0636  C5 1.073
20 H 0.8657 0.1057 -1.2219  C6 1.119
21 H 1.0727 1.3757 -0.1645  C6 1.103
22 H -2.2743 -0.6343 1.6196  O8 0.960

---

6.
An isolated ion of composition C5H13BOP and charge +1 in a non-equilibrium geometry, computed with wB97M-V/def2-TZVPD.

Calculated values
- Charge: +1
- LUMO level: -5.194 eV
- Calculated total energy: -17395.8563 eV

Each atom is followed by the atoms it is bonded to, with distances in Å.
CARTESIAN COORDINATES (ANGSTROEM)
1 C 2.3188 -1.3622 0.8201  C2 1.508, H9 1.173, H10 1.171
2 C 2.1195 -0.8639 -0.5890  C1 1.508, C3 1.651, H11 1.171
3 C 1.9687 0.7288 -0.9959  C2 1.651, P4 1.940, H12 1.189, H13 1.181
4 P 0.8866 1.5223 0.4056  C3 1.940, B5 1.914, H14 1.469, H15 1.470
5 B -0.9708 1.0738 0.2932  P4 1.914, O6 1.501, C7 1.644
6 O -1.8872 1.7652 1.2596  B5 1.501, H16 1.007
7 C -1.6726 0.0398 -0.7749  B5 1.644, C8 1.671, H17 1.188, H18 1.182
8 C -2.5262 -1.1804 -0.0172  C7 1.671, H19 1.178, H20 1.181, H21 1.181
9 H 1.3617 -1.7722 1.3600  C1 1.173
10 H 3.3420 -1.3783 1.3886  C1 1.171
11 H 2.0220 -1.6687 -1.4335  C2 1.171
12 H 3.0090 1.3007 -1.0525  C3 1.189
13 H 1.4059 0.7547 -2.0335  C3 1.181
14 H 0.9865 2.9872 0.3460  P4 1.469
15 H 1.4773 1.1564 1.7005  P4 1.470
16 H -2.2676 1.0144 1.8129  O6 1.007
17 H -2.4336 0.6842 -1.4215  C7 1.188
18 H -0.8776 -0.3769 -1.5441  C7 1.182
19 H -3.5684 -0.7691 0.3450  C8 1.178
20 H -2.7349 -2.0453 -0.7945  C8 1.181
21 H -1.9594 -1.6105 0.9252  C8 1.181